Entry 1:
Formula: C35H54BGeN7O2RuS3
Source: OMol25
Level of theory: the ωB97M-V functional and the def2-TZVPD basis

Last column: Löwdin charge in e.
Element x y z (Å)
Ru1 -0.60035 -1.74293 -2.53539  1.04
C1 0.52930 -5.56095 1.28791  -0.03
C2 0.11759 -4.11723 1.41937  -0.21
C3 -0.39785 -3.60351 2.58779  0.09
C4 -0.62078 -2.20373 2.74157  -0.18
N1 -0.37842 -1.37623 1.78287  0.18
N2 -0.05403 -1.89681 0.58431  -0.04
B1 -0.05928 -0.89124 -0.60688  -0.67
N3 -0.91866 0.36070 -0.08611  -0.01
N4 -0.32072 1.45087 0.11122  0.22
C5 -1.09647 2.42705 0.63007  -0.17
C6 -2.38999 2.27151 1.00198  0.05
C7 -3.04178 1.07987 0.69739  -0.23
C8 -4.45697 0.77975 1.16630  -0.04
C9 -2.29585 0.06294 0.10883  -0.59
S1 -3.00487 -1.41139 -0.36882  0.98
C10 -0.39862 3.74117 0.94816  -0.47
C11 1.05095 3.81883 0.38361  -0.03
C12 -1.20731 5.02162 0.43543  -0.02
C13 -0.28362 3.93582 2.48042  -0.04
N5 1.52671 -0.51707 -0.71628  0.00
N6 2.00000 -0.01902 0.43140  0.16
C14 3.26697 0.19458 0.59817  -0.23
C15 4.14910 0.02560 -0.49658  0.08
C16 3.73061 -0.41537 -1.70955  -0.26
C17 4.58337 -0.66513 -2.88336  -0.06
C18 2.34847 -0.76102 -1.77334  -0.62
S2 1.69545 -1.21262 -3.25335  0.74
C19 3.73812 0.67001 1.91801  -0.52
C20 4.50327 2.01185 1.76133  -0.01
C21 2.57526 0.79533 2.94640  -0.04
C22 4.64435 -0.45086 2.48537  -0.03
C23 0.05717 -3.18381 0.32465  -0.61
S3 0.02783 -3.72190 -1.30463  0.74
C24 -1.28605 -1.60222 4.00850  -0.56
C25 -2.30030 -0.54459 3.62084  -0.05
C26 -1.98985 -2.61147 4.89326  -0.05
C27 -0.19121 -0.91554 4.77847  -0.05
H1 0.48512 -6.07229 2.24947  0.09
H2 1.53486 -5.59604 0.92083  0.08
H3 -0.12279 -6.09184 0.57981  0.09
H4 -0.61416 -4.25130 3.44943  0.13
H5 -2.97829 3.02431 1.50942  0.14
H6 -4.96499 1.69606 1.48294  0.09
H7 -4.47732 0.09694 2.02322  0.08
H8 -5.03693 0.38937 0.34660  0.07
H9 1.06239 3.65123 -0.66243  0.03
H10 1.65682 3.05363 0.86210  0.05
H11 1.53143 4.78117 0.52437  0.10
H12 -1.21207 5.15768 -0.64360  0.05
H13 -0.88281 5.96215 0.92024  0.10
H14 -2.28638 4.89749 0.70637  0.08
H15 0.24654 3.12831 2.90952  0.05
H16 -1.25547 4.04874 2.99107  0.10
H17 0.32090 4.83096 2.64944  0.09
H18 5.25284 0.20669 -0.39685  0.15
H19 5.59646 -0.48078 -2.60616  0.08
H20 4.28625 -0.05679 -3.73095  0.09
H21 4.49278 -1.69705 -3.21139  0.09
H22 3.81744 2.84889 1.57909  0.08
H23 5.28775 2.02455 1.01571  0.08
H24 4.96280 2.25695 2.69932  0.08
H25 1.83748 1.43545 2.46540  0.05
H26 2.95436 1.21720 3.89434  0.11
H27 2.14180 -0.17368 3.11165  0.05
H28 5.50024 -0.57905 1.83357  0.08
H29 4.12059 -1.41656 2.60321  0.10
H30 5.01732 -0.17710 3.47531  0.09
H31 -3.13460 -1.05651 3.15346  0.08
H32 -1.84246 0.19689 2.94629  0.08
H33 -2.65724 -0.01198 4.52727  0.11
H34 -2.86746 -3.01939 4.39458  0.09
H35 -2.38120 -2.13808 5.82285  0.11
H36 -1.28663 -3.39454 5.21842  0.09
H37 0.17298 -0.05851 4.19790  0.07
H38 0.63627 -1.56448 5.02720  0.09
H39 -0.56937 -0.48503 5.71384  0.10
C28 -0.05094 1.66454 -5.32421  -0.22
Ge1 -0.27138 1.86693 -3.38878  0.80
C29 1.55171 2.14609 -2.70496  -0.23
C30 -1.37030 3.47845 -2.80548  -0.19
C31 -1.31342 0.25647 -2.84692  -0.38
H40 0.73883 2.34379 -5.64716  0.02
H41 -0.98264 1.86330 -5.89923  0.04
H42 0.31405 0.68880 -5.60110  0.00
H43 1.81358 3.23120 -2.66104  0.04
H44 2.23171 1.67265 -3.38590  -0.01
H45 1.64479 1.77241 -1.68329  -0.01
H46 -0.73909 4.29374 -2.42797  0.00
H47 -2.11033 3.16926 -2.03437  0.01
H48 -1.93651 3.92516 -3.62128  0.02
H49 -1.72833 -0.06132 -3.76418  -0.03
H50 -2.18237 0.59421 -2.27561  -0.01
O1 -0.47959 -3.99182 -4.82168  0.05
C32 -1.61759 -3.59971 -4.68575  -0.51
C33 -2.83858 -4.19549 -5.30922  -0.10
C34 -4.01849 -3.51313 -4.70960  -0.08
C35 -3.37264 -2.51204 -3.71852  -0.49
O2 -3.99105 -1.83927 -2.90558  -0.04
N7 -2.01727 -2.57242 -3.83453  -0.03
H51 -2.81222 -5.28146 -5.02508  0.15
H52 -2.78634 -4.11610 -6.38480  0.13
H53 -4.65358 -4.16546 -4.09310  0.13
H54 -4.61878 -2.92528 -5.39287  0.12

The net charge is +1. The value obtained for the max |F| is 4.1 eV/Å. The orbital gap (alpha / beta) is 6.5 / 5.3 eV. The HOMO energy (alpha / beta) comes out at -9.7 / -10.9 eV. As for the spin multiplicity: 6. As for the energy above the lowest of the compared OMol25 structures with the same formula, charge and spin: 0.00 kJ/mol. Its energy is -143970.5933 eV.

=====

Entry 2:
Formula: C31H42BGe2N5O3PdS3
Source: OMol25
Level of theory: the ωB97M-V functional and the def2-TZVPD basis

Last column: Löwdin charge in e.
Element x y z (Å)
Pd1 0.40925 -0.12516 -0.58569  0.32
C1 5.08376 1.83228 -0.18326  -0.16
C2 3.61096 1.65743 -0.56734  -0.39
Ge1 2.81414 -0.07603 -0.09898  0.80
C3 3.79806 -1.59545 -0.85812  -0.40
C4 5.28241 -1.67483 -0.48345  -0.16
C5 3.03906 -0.20337 1.82702  -0.23
C6 2.01797 -0.09465 2.68607  -0.32
Ge2 0.24816 0.00943 1.85678  0.91
C7 -0.94091 -1.52766 2.06613  -0.35
C8 -1.20636 -2.10490 3.45985  -0.16
C9 -0.61879 1.73224 2.10341  -0.39
C10 -1.21383 1.96324 3.49698  -0.16
C11 2.22985 0.01495 4.16459  -0.22
C12 1.16918 0.01499 5.06330  -0.07
C13 1.37187 0.12920 6.43243  -0.07
C14 2.65664 0.25292 6.93335  -0.09
C15 3.73071 0.27004 6.05220  -0.08
C16 3.51752 0.15893 4.68932  -0.04
H1 5.38170 2.87727 -0.29401  0.07
H2 5.74914 1.24883 -0.80934  0.05
H3 5.28180 1.55529 0.85424  0.06
H4 3.44717 1.84655 -1.62970  0.06
H5 3.01687 2.40083 -0.03627  0.02
H6 3.65481 -1.60448 -1.93962  0.06
H7 3.29552 -2.48584 -0.48254  0.01
H8 5.88315 -0.93003 -0.99278  0.05
H9 5.68811 -2.65024 -0.76083  0.07
H10 5.45318 -1.55676 0.58833  0.06
H11 4.05582 -0.27764 2.21248  0.05
H12 -0.55035 -2.30385 1.40694  0.02
H13 -1.87905 -1.20389 1.60965  0.05
H14 -0.29719 -2.45925 3.94472  0.07
H15 -1.88313 -2.95759 3.37358  0.07
H16 -1.68431 -1.39077 4.13105  0.05
H17 -1.39483 1.79202 1.33582  0.01
H18 0.11589 2.50267 1.86212  0.04
H19 -1.90390 1.16634 3.78531  0.06
H20 -1.78332 2.89471 3.51008  0.07
H21 -0.45107 2.03724 4.26949  0.05
H22 0.16119 -0.06677 4.69872  0.07
H23 0.52246 0.12457 7.10315  0.11
H24 2.82225 0.34397 7.99879  0.10
H25 4.73898 0.38074 6.42972  0.10
H26 4.36744 0.19608 4.02171  0.10
C17 -1.14328 -4.49300 -2.55694  -0.02
N1 -0.88880 -3.18656 -3.15265  -0.11
C18 -1.41795 -2.72792 -4.33960  -0.03
C19 -0.91292 -1.49177 -4.53410  -0.04
N2 -0.07550 -1.19609 -3.48054  0.01
B1 0.92896 0.01799 -3.46282  -0.45
N3 0.19872 1.38621 -3.52263  0.01
C20 -0.28612 1.95115 -4.68814  -0.06
C21 -0.82099 3.14970 -4.38883  -0.04
N4 -0.65772 3.32217 -3.03144  -0.12
C22 -1.19060 4.42223 -2.23964  -0.02
C23 -0.03346 2.24567 -2.52264  -0.64
S1 0.43860 2.20567 -0.85823  0.76
C24 -0.08752 -2.23742 -2.63648  -0.65
S2 0.75353 -2.41692 -1.13653  0.72
H27 -1.78395 -5.04603 -3.23904  0.09
H28 -1.62755 -4.36643 -1.59296  0.07
H29 -0.20474 -5.03036 -2.43381  0.09
H30 -2.09618 -3.31892 -4.92668  0.12
H31 -1.08883 -0.79655 -5.33325  0.12
H32 1.56690 -0.03620 -2.43955  0.02
H33 1.62734 -0.07050 -4.44850  0.09
H34 -0.18801 1.45633 -5.63606  0.12
H35 -1.29992 3.88935 -5.00253  0.12
H36 -1.70431 5.09959 -2.91696  0.09
H37 -0.38557 4.95508 -1.73650  0.09
H38 -1.88655 4.02738 -1.50048  0.07
O1 -2.42788 -2.42686 -0.51702  0.02
C25 -2.77371 -1.29493 -0.79836  -0.52
N5 -1.94754 -0.20409 -1.01654  -0.09
S3 -2.84768 1.11716 -1.39391  0.63
O2 -2.68906 1.46328 -2.78736  -0.28
O3 -2.66482 2.17690 -0.43136  -0.34
C26 -4.42479 0.38358 -1.17126  -0.22
C27 -5.67832 0.95767 -1.27405  -0.03
C28 -6.76555 0.11866 -1.07066  -0.07
C29 -6.58746 -1.23592 -0.77725  -0.06
C30 -5.31518 -1.78292 -0.67865  0.00
C31 -4.23579 -0.94242 -0.88348  -0.14
H39 -5.80756 2.00846 -1.49366  0.12
H40 -7.76792 0.52201 -1.13299  0.10
H41 -7.45568 -1.86215 -0.61955  0.10
H42 -5.15266 -2.82584 -0.44178  0.12

The net charge is 0. The value obtained for the max |F| is 0.9 eV/Å. The orbital gap is 7.2 eV. The HOMO energy comes out at -7.7 eV. As for the spin multiplicity: 1. As for the energy above the lowest of the compared OMol25 structures with the same formula, charge and spin: 0.00 kJ/mol. Its energy is -196118.3255 eV.